{
  "formula": "C58H120F3N6O8Y",
  "method": "ωB97M-V/def2-TZVPD",
  "homo_lumo_gap_ev": [2.6, 2.1],
  "multiplicity": 2,
  "energy_ha": -3548.95163,
  "fmax_ev_per_a": 5.51,
  "total_charge": 3,
  "homo_energy_ev": [-12.4, -12.4],
  "elements": ["Y", "C", "O", "O", "C", "F", "F", "F", "C", "C", "H", "H", "H", "H", "H", "H", "C", "C", "C", "C", "C", "C", "N", "O", "C", "C", "C", "H", "H", "H", "H", "H", "H", "H", "H", "H", "H", "H", "H", "H", "H", "H", "H", "H", "H", "H", "C", "C", "C", "C", "C", "C", "N", "O", "C", "C", "C", "H", "H", "H", "H", "H", "H", "H", "H", "H", "H", "H", "H", "H", "H", "H", "H", "H", "H", "H", "C", "C", "C", "C", "C", "C", "N", "O", "C", "C", "C", "H", "H", "H", "H", "H", "H", "H", "H", "H", "H", "H", "H", "H", "H", "H", "H", "H", "H", "H", "C", "C", "C", "C", "C", "C", "N", "O", "C", "C", "C", "H", "H", "H", "H", "H", "H", "H", "H", "H", "H", "H", "H", "H", "H", "H", "H", "H", "H", "H", "C", "C", "C", "C", "C", "C", "N", "O", "C", "C", "C", "H", "H", "H", "H", "H", "H", "H", "H", "H", "H", "H", "H", "H", "H", "H", "H", "H", "H", "H", "C", "C", "C", "C", "C", "C", "N", "O", "C", "C", "C", "H", "H", "H", "H", "H", "H", "H", "H", "H", "H", "H", "H", "H", "H", "H", "H", "H", "H", "H"],
  "xyz": [[3.7617, 1.8618, -1.1328], [0.3662, 0.5292, -0.3761], [0.1600, -0.0220, -1.6799], [1.6595, 1.1642, -0.4019], [-0.8677, 1.3609, 0.1539], [-1.9303, 0.6047, 0.3067], [-0.6594, 1.8911, 1.3283], [-1.1455, 2.3721, -0.6754], [-0.6975, -1.1764, -1.8825], [-0.3010, -1.5614, -3.3310], [-1.0756, -2.2783, -3.6033], [-0.3911, -0.7268, -4.0263], [0.6740, -2.0212, -3.4923], [-1.7857, -1.1146, -1.8809], [-0.6027, -2.0392, -1.2232], [0.4517, -0.3137, 0.3096], [-3.0867, -1.3304, 8.0394], [-1.9229, -0.9845, 7.1330], [-0.9632, -2.2318, 7.1070], [0.0879, -2.2637, 6.0397], [-0.5520, -2.0794, 4.6819], [-1.5301, -0.8071, 4.5507], [-2.4488, -0.7278, 5.7453], [-3.2256, 0.4658, 5.6634], [-0.5876, 0.4441, 4.4214], [-2.2981, -0.9555, 3.2495], [-1.1232, 0.2132, 7.7218], [-3.4921, -2.2953, 7.7351], [-3.8765, -0.5858, 7.9396], [-2.7748, -1.3862, 9.0823], [-0.4443, -2.1892, 8.0646], [-1.3948, -3.2023, 7.3519], [0.5547, -3.2486, 6.0359], [0.9470, -1.5933, 6.0636], [-1.0283, -3.0558, 4.5928], [0.2084, -1.8892, 3.9244], [-0.0263, 0.5980, 3.4998], [-1.2289, 1.2854, 4.6840], [0.0798, 0.5709, 5.2738], [-3.2179, -1.5100, 3.4350], [-2.5125, 0.0482, 2.8825], [-1.6717, -1.5202, 2.5589], [-1.6199, 1.1807, 7.6488], [-0.1481, 0.3781, 7.2635], [-0.9879, 0.1047, 8.7979], [-4.0448, 0.1636, 5.2644], [1.4484, 4.7261, 0.3235], [2.1875, 4.5592, 1.6810], [1.0857, 4.2758, 2.7811], [1.7206, 3.6136, 4.0359], [2.4324, 2.3677, 3.6375], [3.6517, 2.6387, 2.7251], [3.1678, 3.4821, 1.5655], [4.0594, 3.6032, 0.4858], [4.8409, 3.2862, 3.5491], [4.2026, 1.2959, 2.2636], [2.9876, 5.9060, 2.0183], [0.8257, 5.6189, 0.3820], [0.8241, 3.8354, 0.2534], [2.0240, 4.7237, -0.6021], [0.6851, 5.2420, 3.0879], [0.3728, 3.5197, 2.4519], [0.8591, 3.4704, 4.6881], [2.3488, 4.3345, 4.5592], [1.7312, 1.6087, 3.2906], [2.7605, 1.8103, 4.5148], [4.6649, 4.2695, 3.9851], [5.1871, 2.5647, 4.2892], [5.7399, 3.3690, 2.9384], [4.4111, 0.6077, 3.0828], [3.4878, 0.7699, 1.6309], [5.0443, 1.4677, 1.5927], [2.6905, 6.5670, 2.8325], [2.8825, 6.6206, 1.2019], [4.0295, 5.6917, 2.2562], [4.5652, 4.3461, 0.8232], [5.0396, 1.2190, -4.7401], [4.7197, -0.2653, -4.5036], [6.0240, -1.0630, -4.8291], [5.9458, -2.5234, -4.3422], [5.8176, -2.4374, -2.7942], [4.4801, -1.7082, -2.2844], [4.2622, -0.4425, -3.0479], [2.9999, 0.1429, -2.7565], [3.2777, -2.7212, -2.4533], [4.7170, -1.4725, -0.7440], [3.6343, -0.6318, -5.5179], [5.7997, 1.5047, -5.4673], [5.5061, 1.5983, -3.8309], [4.1705, 1.8367, -4.9662], [5.9927, -1.1936, -5.9108], [6.8879, -0.4739, -4.5214], [6.8639, -3.0470, -4.6085], [5.0705, -3.0612, -4.7065], [6.6609, -1.8980, -2.3631], [5.8420, -3.4487, -2.3883], [2.9926, -2.9480, -3.4806], [3.3823, -3.6250, -1.8531], [2.3724, -2.2450, -2.0770], [5.4366, -0.6772, -0.5500], [3.7839, -1.0596, -0.3607], [4.9285, -2.3838, -0.1845], [2.9975, -1.4270, -5.1305], [4.0523, -0.9551, -6.4713], [2.9416, 0.1888, -5.7047], [2.3523, -0.2006, -3.3763], [-1.4033, 1.7564, -6.7425], [-2.6680, 1.6667, -5.7988], [-3.7749, 2.7817, -6.1192], [-4.6520, 2.4788, -7.3543], [-5.3493, 1.1379, -7.2171], [-4.3056, -0.0358, -6.9090], [-3.3940, 0.3388, -5.7858], [-2.4453, -0.6895, -5.4851], [-5.2105, -1.2738, -6.4896], [-3.5505, -0.3199, -8.2091], [-2.2235, 1.8722, -4.3045], [-0.5405, 1.3682, -6.2013], [-1.1511, 2.8164, -6.7742], [-1.4273, 1.1700, -7.6610], [-4.3709, 3.0736, -5.2544], [-3.3878, 3.7506, -6.4346], [-4.0491, 2.5164, -8.2616], [-5.3518, 3.2841, -7.5775], [-5.9244, 1.0223, -8.1357], [-6.0371, 1.1566, -6.3717], [-5.1128, -2.1624, -7.1132], [-5.0608, -1.4347, -5.4220], [-6.2357, -0.9037, -6.4971], [-4.0911, -0.9328, -8.9302], [-3.2704, 0.5732, -8.7677], [-2.6290, -0.8781, -8.0439], [-1.5651, 2.7347, -4.2011], [-1.8895, 0.9775, -3.7791], [-3.1383, 2.1275, -3.7695], [-1.8466, -0.7141, -6.2351], [3.1252, -4.5161, 0.9925], [2.2537, -4.1707, 2.2065], [2.0768, -5.5082, 2.9454], [3.2965, -5.9629, 3.9045], [3.8417, -4.7844, 4.7419], [4.0716, -3.4262, 3.9280], [2.8769, -3.1832, 3.0771], [2.7688, -1.9060, 2.5832], [4.1517, -2.2847, 5.0602], [5.4190, -3.5050, 3.1774], [0.8630, -3.7628, 1.7313], [4.0125, -5.0740, 1.2918], [3.4300, -3.6650, 0.3835], [2.6066, -5.2531, 0.3794], [1.2259, -5.4114, 3.6197], [1.9187, -6.3745, 2.3030], [4.1043, -6.2439, 3.2288], [3.0756, -6.8398, 4.5130], [4.8606, -4.9691, 5.0824], [3.1200, -4.6567, 5.5486], [4.1666, -1.3722, 4.4643], [3.3361, -2.3191, 5.7825], [5.0006, -2.3576, 5.7401], [5.6345, -4.5314, 2.8803], [5.5950, -2.9018, 2.2868], [6.2764, -3.3017, 3.8190], [0.9351, -2.7834, 1.2583], [0.1889, -3.6538, 2.5809], [0.3197, -4.4685, 1.1028], [1.9622, -1.5557, 2.9683], [-4.1551, 3.1285, 1.0323], [-5.2885, 2.5379, 0.2054], [-5.1615, 3.2906, -1.1039], [-6.1014, 2.7866, -2.2440], [-5.8279, 1.2941, -2.5376], [-5.7887, 0.3587, -1.1968], [-5.0262, 1.1144, -0.1426], [-4.8140, 0.2763, 0.9868], [-7.3301, 0.0066, -0.7115], [-5.0859, -1.0088, -1.5788], [-6.6621, 2.6735, 0.8957], [-4.0877, 2.9107, 2.0982], [-4.0781, 4.2126, 0.9489], [-3.1642, 2.7371, 0.8017], [-5.3222, 4.3438, -0.8734], [-4.1397, 3.3427, -1.4800], [-6.0387, 3.4055, -3.1390], [-7.1458, 2.8333, -1.9352], [-4.8547, 1.1377, -3.0029], [-6.5232, 0.9741, -3.3137], [-7.9452, 0.7547, -1.2117], [-7.8691, -0.8912, -1.0139], [-7.5340, 0.0961, 0.3555], [-5.6577, -1.5150, -2.3566], [-4.0773, -0.7899, -1.9294], [-4.9242, -1.6533, -0.7148], [-7.4947, 2.4396, 0.2324], [-6.8899, 3.6557, 1.3098], [-6.7630, 1.9959, 1.7435], [-3.8658, 0.1353, 0.9349]],
  "forces_ev_per_a": [[-4.8271, -2.3580, 1.2145], [1.3442, -0.9456, -0.8694], [-0.7595, 0.5726, 1.5999], [1.1761, 1.1649, -0.6237], [1.0655, 0.7068, -1.7213], [-0.4711, -1.1034, -0.6696], [1.0318, 0.5452, 1.6505], [-0.0526, -0.1279, -0.3940], [0.9210, -0.4583, -2.1524], [-1.1117, -0.4945, 0.4562], [0.2094, -0.1797, -0.5623], [-0.2231, 0.1269, 0.2609], [0.1058, -0.0983, 0.4799], [-0.0757, 1.5221, 0.0813], [1.1380, 0.1583, 0.6068], [-0.0354, -0.1699, 0.4275], [-0.3925, 0.0395, -0.2906], [0.9159, 0.1619, -0.5684], [0.4288, 1.0213, 1.8029], [0.5638, -0.0571, -1.0699], [-1.2881, 0.7032, 0.8295], [1.9575, -0.6998, 1.0995], [0.6676, -1.1475, -0.8459], [0.7630, -0.1854, 0.2064], [-0.8711, 0.2544, 1.6856], [-0.2207, 0.2353, 0.6641], [-0.2346, 0.3685, 0.0482], [-0.1143, 0.0157, 0.0746], [0.0434, 0.0315, 0.1562], [0.0114, 0.0100, -0.0470], [0.3374, 0.6248, 0.2600], [-0.8665, -0.0871, -1.2394], [0.0864, -0.2679, 0.1109], [-0.1854, 0.5918, 0.9905], [-0.6456, 0.2223, -1.1099], [0.0541, -0.3189, -0.3916], [-0.4129, -0.2210, -0.2086], [-0.2684, 0.3942, -0.9408], [0.5730, -0.7336, -0.0657], [-0.0368, 0.0006, -0.2044], [-0.2599, -0.1902, -0.3262], [-0.0915, 0.1529, -0.3360], [-0.4678, -0.1418, -0.3507], [0.1076, -0.3516, 0.0280], [0.1796, -0.3705, -0.0224], [-0.2866, -0.0295, 0.0653], [-0.3789, -0.9629, 0.9447], [0.1101, 2.2550, -0.0615], [2.2223, -0.8020, 0.2921], [-1.0730, 1.5088, -0.4257], [0.3811, -0.6157, 0.6060], [0.5351, 0.7223, 0.6330], [-2.2327, -3.4915, 1.4347], [0.5532, -0.0261, -0.0978], [-0.2576, -0.3565, -0.6944], [-0.7458, 0.1248, -1.3464], [-0.4900, -0.0658, -0.3692], [0.0182, -0.0934, -0.2290], [-0.3551, 0.1834, -0.1679], [0.5020, 0.4907, 0.1418], [-0.4294, -0.2188, -0.4247], [-0.2673, 0.6594, -0.4173], [0.2228, -0.5228, 0.2667], [0.2959, -0.1094, -0.0042], [-0.1159, 0.3340, -1.1011], [0.7001, 0.3540, 0.3387], [-0.2793, -0.2567, 0.1190], [-0.4113, 0.1676, 0.3954], [-0.0184, 0.2346, -0.4872], [0.4606, 0.2960, -0.0868], [-0.7187, -0.1209, -0.0045], [0.8780, -0.1558, 0.3953], [-0.5736, -0.6962, 0.5267], [0.5132, -0.2546, -0.4107], [0.2611, 0.0822, -0.2893], [1.1812, 0.7189, -0.8422], [-0.0013, 0.7320, 0.9451], [0.3213, 0.4094, -0.7759], [-1.5877, -0.9969, -0.2879], [0.3332, 1.3244, 2.0792], [-0.7684, 0.4205, -0.5126], [0.7807, -2.5421, -0.4181], [2.0399, 0.5799, 0.7939], [1.0234, 0.7042, 0.2387], [-0.2393, 1.3651, 0.3933], [-1.4557, 1.1074, -1.3895], [-0.9444, -0.4378, 0.5701], [-0.1293, -0.7247, -0.4366], [0.1419, 0.2596, 0.5929], [-0.1697, -0.1000, 0.0393], [0.4555, 0.8127, -0.0982], [0.1909, -0.5027, 0.1350], [-0.1829, -0.1261, -0.0294], [0.1254, 0.1189, -0.4335], [0.1944, 0.0390, -0.1379], [-0.2381, 0.0870, 0.3146], [0.6275, -0.2591, -0.0931], [0.3865, -0.0121, -0.3107], [-0.1068, 0.1488, 0.3233], [0.8278, -0.2286, -0.1440], [-0.5925, -0.1804, 0.4119], [0.2644, 0.1997, -0.2142], [0.0651, -0.4189, -0.1921], [-0.0688, 0.0876, 0.1342], [0.1251, 0.1581, -0.1083], [-0.9873, -0.1239, -0.1324], [-0.3648, -0.2269, 1.5618], [-0.8699, -0.0133, 0.3866], [0.3662, 0.1435, -1.2736], [0.2298, -0.3874, 0.5122], [1.2978, 0.2069, 0.6852], [-1.2348, -0.2463, -1.1359], [-0.2037, 1.0121, 0.1428], [-0.7718, 0.3144, -0.1037], [0.4330, 1.5189, 0.5418], [0.4278, -0.2461, -0.4739], [-1.1533, 0.3781, -0.5625], [0.0848, -0.4016, 0.2949], [-0.1823, 0.0061, -0.9398], [-0.3390, 0.7553, -0.2522], [-0.1606, -0.7458, 0.2014], [1.1282, -0.0133, 0.4318], [0.4122, -0.3456, 0.0005], [-0.2731, 0.0632, 0.5612], [0.0467, -0.9207, 0.0707], [-0.1255, 0.1685, 0.0165], [0.1587, 0.0949, 0.2494], [0.3914, -0.5703, -0.0942], [-0.1399, -0.3610, -0.4667], [-0.3907, -0.0099, 0.2514], [-0.0133, 0.1725, 0.2016], [0.1515, -0.1320, 0.1206], [0.3155, -0.1530, 0.0100], [0.5171, 0.0107, -0.4922], [-0.0149, 0.1578, 0.1106], [0.2984, -0.1677, -0.4542], [1.1611, -0.0893, -0.3051], [-1.0629, -2.6109, -0.3724], [1.2241, -0.9726, 3.0890], [0.3758, 1.5679, -1.8388], [-0.5324, 0.0696, -1.3224], [-0.3259, -0.4001, 2.9963], [1.2437, 0.4987, -1.0285], [0.7899, -0.7310, 0.4739], [-0.4878, -0.4333, -1.3639], [0.5588, -0.6838, -0.6423], [-0.3581, 1.3307, 0.6508], [0.1991, 0.3123, 0.1608], [-0.2429, 0.0189, 0.1205], [-0.4454, 0.3669, 0.0027], [-0.2919, -0.0458, -0.1711], [-0.2803, 0.5132, -0.3915], [0.0845, -0.4045, -0.0460], [-0.2921, 0.2284, -0.0598], [-0.3009, -0.3456, 0.5464], [0.3888, 0.5388, 0.2490], [0.1196, 0.4153, 0.7049], [-0.5641, 0.0547, -0.5683], [0.4825, -0.2781, -0.7464], [-0.3685, -0.1352, -0.2193], [-0.5937, 0.3047, 0.0543], [-0.4384, 0.3769, 0.4985], [-0.3123, -0.1065, -0.4090], [0.1179, 0.1532, 0.1886], [0.7777, -0.1825, -0.2473], [-0.8863, 0.4272, 0.1704], [1.2400, -0.4359, 1.3573], [-0.2598, -0.9045, -0.0533], [-1.1982, 0.7081, -1.4424], [0.3840, -0.7311, 1.0807], [0.6189, -0.3085, 1.2361], [-1.9323, -0.3278, -0.2953], [0.8341, -0.6817, -1.4099], [-0.3991, 0.3903, 0.1053], [0.4841, 1.2380, -0.7219], [0.1806, 1.5422, 0.7297], [-0.2909, 0.2885, 0.1048], [-1.0945, -0.0697, 0.3335], [-0.3090, -0.0065, -0.1422], [-0.1004, -0.0099, -1.0298], [-0.5955, 0.1432, -0.0597], [0.2874, -0.7077, 0.1269], [0.2559, -0.0731, -0.0488], [-0.0643, 0.2931, 0.1832], [0.2519, 0.2471, 0.0450], [-0.3495, -0.5224, 0.4202], [-0.1393, 0.3538, 0.2457], [0.9873, -0.5964, -0.3269], [0.5367, 0.0850, 0.0093], [0.0420, 0.0465, 0.1109], [0.0901, 0.1217, -0.4293], [-0.5395, -0.0392, 0.0675], [0.2155, 0.0080, -0.1322], [0.3870, 0.2813, -0.1583], [0.3356, -0.1938, -0.0433], [-0.0201, -0.1292, 0.1803]]
}